Record 1
{
  "formula": "C18H38B2F8InN3O13",
  "method": "ωB97M-V/def2-TZVPD",
  "total_charge": 0,
  "multiplicity": 1,
  "homo_lumo_gap_ev": 2.0,
  "homo_energy_ev": -9.1,
  "symbols": ["In", "N", "O", "O", "O", "B", "F", "F", "F", "F", "B", "F", "F", "F", "F", "C", "O", "C", "C", "N", "C", "C", "O", "C", "H", "H", "H", "H", "H", "H", "H", "H", "H", "H", "H", "H", "H", "H", "H", "C", "O", "C", "C", "N", "C", "C", "O", "C", "H", "H", "H", "H", "H", "H", "H", "H", "H", "H", "H", "H", "H", "H", "H", "C", "C", "O", "C", "O", "O", "H", "H", "H", "H", "C", "C", "O", "C", "O", "O", "H", "H", "H", "H"],
  "coordinates": [[0.484110, 0.743369, 3.005774], [-2.396039, 2.906373, 0.919808], [-3.644210, 2.756493, 1.123455], [-1.634329, 2.145165, 1.491603], [-2.059908, 3.767812, 0.181690], [2.586749, 2.327659, 0.573233], [3.608980, 3.284414, 0.598747], [1.427584, 2.807125, 1.081758], [2.242412, 1.809451, -0.657426], [2.799946, 1.374354, 1.469789], [0.128527, -1.242625, 0.298827], [0.000356, -2.173183, -0.613975], [-0.462668, 0.011302, 0.095861], [-0.232123, -1.765206, 1.529550], [1.469334, -1.002604, 0.486944], [1.920556, 4.328924, 4.462334], [0.616451, 4.084051, 4.024043], [-0.384405, 4.717121, 4.764484], [-1.817585, 4.046497, 4.502572], [-1.810331, 2.558411, 4.750212], [-3.067850, 1.951729, 4.613601], [-2.948076, 0.401775, 4.577319], [-2.373226, -0.100328, 3.320100], [-3.266130, -0.640937, 2.375261], [2.169841, 3.892704, 5.429630], [2.166522, 5.390525, 4.437720], [2.478724, 3.809420, 3.683448], [-0.278303, 5.748437, 4.428021], [-0.160819, 4.777705, 5.829587], [-2.151811, 4.283735, 3.492555], [-2.405537, 4.647528, 5.196236], [-1.441754, 2.413236, 5.679289], [-3.600159, 2.302766, 3.729568], [-3.819225, 2.269930, 5.336301], [-3.930625, -0.065077, 4.646286], [-2.484382, -0.012909, 5.472379], [-2.580390, -1.031688, 1.623485], [-3.824519, 0.096948, 1.799220], [-3.852642, -1.383135, 2.916788], [3.002571, -0.738408, -7.052726], [1.871712, -0.477537, -6.224845], [0.696453, 0.179374, -6.798200], [-0.522979, -0.357043, -6.052023], [-0.334762, -0.435980, -4.612696], [-1.072948, -1.339943, -3.825194], [-2.513636, -0.891947, -3.666883], [-2.513001, 0.297054, -2.853609], [-3.711551, 0.803941, -2.366110], [3.521879, -1.582986, -6.599830], [3.669274, 0.122136, -7.108173], [2.754556, -0.943981, -8.094032], [0.566275, -0.105577, -7.842216], [0.725924, 1.259028, -6.945104], [-0.774906, -1.306541, -6.524353], [-1.297779, 0.378776, -6.267316], [0.671368, -0.443370, -4.524618], [-0.683617, -1.214439, -2.814865], [-0.985652, -2.395015, -4.084624], [-3.165215, -1.488663, -3.028536], [-2.977624, -0.666293, -4.627031], [-4.014444, 0.006791, -1.687208], [-4.465789, 1.090417, -3.099018], [-3.457384, 1.617280, -1.686407], [4.399537, -0.694513, -1.344748], [3.835078, -1.113526, -2.699221], [4.925484, -1.750817, -3.264412], [5.801022, -2.141016, -2.356193], [6.818819, -2.778706, -2.496242], [5.550966, -1.451307, -1.203063], [3.638444, -0.796305, -0.571138], [4.627723, 0.369502, -1.407237], [3.518327, -0.349405, -3.409070], [2.986660, -1.789380, -2.592017], [0.828016, -4.842564, 2.670562], [-0.556230, -5.132231, 3.243477], [-0.728386, -6.435732, 3.017797], [0.151899, -6.881881, 2.094351], [0.102542, -7.963648, 1.546733], [1.147115, -6.030961, 1.945341], [1.476130, -4.568576, 3.503027], [0.786120, -3.926168, 2.081876], [-1.283391, -4.549625, 2.677875], [-0.487645, -4.777482, 4.271846]],
  "forces_ev_per_angstrom": [[0.0, 0.6, -1.6], [-2.3, -0.5, 0.4], [1.0, -0.4, 0.3], [0.3, -0.6, 0.8], [1.1, 1.2, -1.1], [0.0, 1.4, -1.6], [-0.1, -0.2, -0.4], [-3.5, 2.7, 1.2], [0.9, -0.2, -1.2], [2.2, -4.1, 2.9], [1.7, 1.7, 1.2], [-1.3, -1.8, -2.9], [-1.0, -0.1, -0.1], [-1.7, -0.4, 2.3], [2.1, 0.7, 0.1], [0.6, -0.4, -1.1], [-0.8, -1.3, 0.4], [-0.5, -0.4, -0.9], [2.5, 0.5, 0.2], [0.7, 2.6, 0.0], [-1.2, -1.4, -0.9], [-1.0, -0.3, -1.4], [0.7, 1.4, 2.3], [0.8, 0.0, -0.4], [-0.2, 0.0, 0.3], [0.0, 0.2, 0.1], [0.6, 0.2, 0.2], [-1.2, 0.5, 0.0], [0.0, -0.6, 0.4], [0.0, -0.4, 0.0], [-0.8, -0.5, 0.2], [0.3, -0.3, 0.1], [0.5, -0.1, -0.7], [0.1, -0.3, 1.0], [-0.4, 0.4, -0.1], [1.0, 0.1, -0.3], [-0.2, -0.7, 0.1], [-0.6, 0.4, 0.5], [-0.4, -0.1, -0.6], [-0.1, 0.5, 0.0], [-1.2, 0.8, -0.5], [1.0, -1.2, -0.3], [-0.1, 1.0, -0.1], [1.0, 0.2, -2.2], [-0.4, 0.7, 2.0], [-1.2, 1.2, 1.0], [2.0, 0.9, -1.5], [0.5, -0.9, 1.1], [0.0, 0.1, -0.1], [0.1, 0.1, 0.3], [-0.4, -0.4, 0.0], [0.1, -0.6, -0.2], [0.5, 0.3, 1.1], [-0.3, -0.3, 0.3], [-0.6, -0.2, -0.1], [0.2, -0.1, 1.0], [0.3, -0.4, 0.1], [-0.1, -0.3, -0.4], [0.1, -1.3, -0.7], [-0.2, -0.1, -0.2], [-1.2, -0.1, 0.1], [0.0, -0.2, -0.1], [0.0, 0.3, -0.4], [-1.9, 2.1, -0.5], [-1.2, 0.3, 0.4], [0.7, -1.8, -2.1], [2.6, 1.0, 1.3], [-1.8, 0.2, -0.3], [0.5, -1.4, 0.3], [0.4, -0.4, 0.3], [0.4, 0.1, 0.3], [0.1, 0.4, 0.4], [0.0, -0.3, 0.0], [-0.2, 1.5, 0.4], [1.0, 3.7, -0.3], [-1.1, -3.4, -0.1], [0.1, -3.1, -0.6], [-0.3, 1.8, 0.9], [0.6, 1.5, 0.0], [0.8, -0.9, -0.2], [0.2, -0.4, -0.7], [-0.4, 0.1, 0.3], [-0.8, -0.7, 0.3]]
}

Record 2
{
  "formula": "C6H14N2",
  "method": "ωB97M-V/def2-TZVPD",
  "total_charge": 0,
  "smiles": "CC(C)/N=C\\N(C)C",
  "multiplicity": 1,
  "homo_lumo_gap_ev": 9.5,
  "relative_energy_kcal_mol": 48.27,
  "homo_energy_ev": -8.5,
  "symbols": ["C", "C", "C", "N", "C", "N", "C", "C", "H", "H", "H", "H", "H", "H", "H", "H", "H", "H", "H", "H", "H", "H"],
  "coordinates": [[-2.222371, -0.981628, -0.601809], [-1.809369, 0.118135, 0.369379], [-1.476099, 1.355937, -0.521620], [-0.666854, -0.303405, 1.203099], [0.468228, -0.607827, 0.778681], [1.235002, -0.029875, -0.231421], [2.240458, -0.970201, -0.659806], [1.916215, 1.263468, 0.164500], [-3.078666, -0.576137, -1.130829], [-1.373736, -1.107471, -1.288750], [-2.375555, -1.973954, -0.131912], [-2.566799, 0.327332, 1.143311], [-0.845363, 2.143037, -0.125662], [-0.956707, 0.910712, -1.430670], [-2.449736, 1.795610, -0.905640], [1.042601, -1.246322, 1.473182], [3.106538, -1.016012, 0.043131], [2.710304, -0.583215, -1.523055], [1.818805, -1.951742, -0.770662], [2.594446, 0.987217, 1.030962], [1.210386, 2.045088, 0.368374], [2.484065, 1.511512, -0.729468]],
  "forces_ev_per_angstrom": [[0.7, -0.4, 0.6], [1.4, 1.6, 0.6], [-1.3, -0.9, -1.8], [-1.6, -1.7, -0.5], [0.8, 1.1, 2.0], [0.0, 0.6, -0.8], [0.9, 0.4, 1.1], [0.1, -2.4, 0.0], [-0.3, -0.5, -0.2], [-0.3, 0.0, -0.1], [-0.4, 0.7, -0.1], [-0.1, 0.1, -0.7], [-0.2, -0.1, 0.4], [-0.5, 0.9, 1.0], [1.1, -0.3, 0.5], [0.3, -0.1, -0.1], [-0.5, -0.3, 0.2], [0.2, 0.0, -1.5], [0.0, -0.4, -0.4], [-0.6, 0.9, -0.8], [-0.2, 0.2, 0.4], [0.3, 0.3, 0.2]]
}

Record 3
{
  "formula": "CHI2O3P",
  "method": "ωB97M-V/def2-TZVPD",
  "total_charge": -2,
  "multiplicity": 1,
  "homo_lumo_gap_ev": 5.5,
  "relative_energy_kcal_mol": 7.48,
  "homo_energy_ev": -0.4,
  "symbols": ["C", "O", "O", "O", "P", "I", "I", "H"],
  "coordinates": [[-1.093447, -0.114008, -0.200026], [2.427899, -1.383343, 0.647673], [1.559016, 0.184896, 2.393880], [2.283945, 1.125411, 0.051518], [1.992853, 0.005500, 1.007410], [-2.579284, 1.513450, 0.401673], [-1.975765, -2.112658, -0.122120], [-0.510552, -0.170037, 0.804896]],
  "forces_ev_per_angstrom": [[1.2, 0.4, 1.0], [-0.3, 0.5, -0.3], [-0.8, 0.9, 1.1], [-0.5, -0.5, 0.9], [2.0, -0.8, -1.6], [-0.1, -0.3, 0.1], [-0.5, -0.3, 0.1], [-1.0, 0.2, -1.2]]
}

Record 4
{
  "formula": "C42H46N10O3S2SiTi",
  "method": "ωB97M-V/def2-TZVPD",
  "total_charge": 0,
  "multiplicity": 1,
  "homo_lumo_gap_ev": [6.7, 6.7],
  "relative_energy_kcal_mol": 23.89,
  "homo_energy_ev": [-6.4, -6.4],
  "symbols": ["Ti", "C", "C", "C", "C", "C", "C", "N", "C", "C", "C", "C", "C", "C", "N", "N", "C", "C", "C", "C", "C", "N", "H", "H", "H", "H", "H", "H", "H", "H", "H", "H", "H", "H", "H", "C", "Si", "C", "C", "C", "C", "C", "C", "N", "C", "S", "H", "H", "H", "H", "H", "H", "H", "H", "H", "H", "H", "H", "N", "C", "N", "C", "C", "C", "C", "C", "C", "S", "H", "H", "H", "H", "H", "H", "C", "N", "C", "C", "O", "H", "H", "H", "H", "H", "H", "H", "O", "C", "N", "C", "O", "C", "C", "C", "C", "N", "C", "H", "H", "H", "H", "H", "H", "H", "H"],
  "coordinates": [[0.533782, -1.080425, -0.800470], [0.622746, -2.400472, 4.727422], [0.180186, -1.237666, 4.114741], [-0.152199, -1.227910, 2.768392], [-0.028350, -2.379505, 1.991205], [0.423205, -3.549150, 2.618667], [0.736110, -3.557617, 3.967565], [-0.262308, -2.355340, 0.599001], [-0.869042, -3.468697, 0.033667], [-1.813898, -4.306250, 0.630212], [-2.364671, -5.340121, -0.110336], [-1.985237, -5.559685, -1.435673], [-1.033621, -4.750137, -2.036132], [-0.472990, -3.720295, -1.286982], [0.500967, -2.825083, -1.690258], [1.045340, -2.999140, -2.934533], [2.020751, -2.130097, -3.061157], [2.837488, -2.077109, -4.241065], [3.928698, -1.277568, -4.260620], [4.240129, -0.474327, -3.121483], [3.375546, -0.477946, -2.074796], [2.250139, -1.244162, -2.030167], [0.876745, -2.406863, 5.779588], [0.091617, -0.322832, 4.689926], [-0.482045, -0.315260, 2.292623], [0.539630, -4.452383, 2.034317], [1.086456, -4.475207, 4.424813], [-2.132097, -4.127181, 1.649048], [-3.107358, -5.981021, 0.348806], [-2.434506, -6.366924, -2.000089], [-0.706579, -4.905601, -3.054654], [2.564412, -2.720358, -5.066126], [4.569442, -1.248790, -5.133088], [5.116548, 0.156592, -3.097729], [3.529564, 0.161568, -1.214107], [-4.575689, 2.603972, 2.731712], [-3.158010, 1.382257, 2.889999], [-3.412750, 0.352419, 4.438207], [-1.573347, 2.360035, 3.091807], [-3.294651, 0.200298, 1.412560], [-4.459485, -0.572453, 1.437028], [-4.738042, -1.506096, 0.451218], [-3.829673, -1.627798, -0.583286], [-2.727087, -0.892840, -0.668303], [-2.447637, -0.023973, 0.309777], [-0.908010, 0.829051, 0.121882], [-4.630972, 3.250755, 3.610345], [-5.536637, 2.095750, 2.628618], [-4.441830, 3.240142, 1.854045], [-3.395419, 0.988271, 5.326665], [-2.624151, -0.395247, 4.537683], [-4.367523, -0.176495, 4.429588], [-1.704508, 3.009795, 3.964208], [-1.355880, 2.982202, 2.225732], [-0.710617, 1.719833, 3.276875], [-5.169082, -0.451180, 2.249793], [-5.628077, -2.119281, 0.483139], [-3.984261, -2.350488, -1.379259], [2.809561, -3.098915, 0.197515], [2.998799, -1.949227, 0.844037], [2.202711, -0.901596, 0.759974], [2.651898, 0.114052, 1.616016], [1.998043, 1.308941, 1.898860], [2.570856, 2.202002, 2.788472], [3.786602, 1.926805, 3.410175], [4.429426, 0.725489, 3.172054], [3.845777, -0.168499, 2.287819], [4.381628, -1.774420, 1.888432], [2.054091, -3.151163, -0.486351], [3.519452, -3.808086, 0.208372], [1.020515, 1.495384, 1.482146], [2.044110, 3.119440, 3.023317], [4.217444, 2.639179, 4.100886], [5.355754, 0.482823, 3.675684], [-1.985872, -1.383403, -4.596678], [-2.057858, -0.058237, -3.986510], [-3.088966, 0.870458, -4.409692], [-1.324339, 0.175558, -2.913639], [-0.525520, -0.676839, -2.500410], [-2.393045, -2.130383, -3.912517], [-2.557937, -1.369277, -5.520849], [-0.948038, -1.647581, -4.792061], [-3.038283, 1.011292, -5.488819], [-2.931433, 1.830113, -3.921745], [-4.078884, 0.494885, -4.143294], [-1.451499, 1.129041, -2.394037], [0.329403, 6.694508, 1.308996], [1.666574, 6.380576, 0.959365], [1.614926, 5.224435, 0.114068], [2.126771, 5.221997, -1.146542], [2.744963, 6.158742, -1.617525], [1.908318, 3.966878, -1.941652], [2.124553, 4.008033, -3.314097], [1.940600, 2.851783, -4.050454], [1.563568, 1.693857, -3.383962], [1.355431, 1.641711, -2.071606], [1.527825, 2.758652, -1.373293], [0.328279, 7.493920, 1.844605], [2.250922, 6.164541, 1.860895], [2.146587, 7.177511, 0.391254], [0.969891, 4.501033, 0.387167], [2.435346, 4.939648, -3.767328], [2.098568, 2.833471, -5.119814], [1.441834, 0.756390, -3.919744], [1.369387, 2.668513, -0.308052]],
  "forces_ev_per_angstrom": [[0.3, -0.3, 0.5], [0.0, 0.0, 0.0], [0.0, 0.0, 0.0], [0.0, 0.0, 0.0], [0.0, 0.0, 0.1], [0.0, 0.0, 0.0], [0.0, 0.0, 0.0], [0.0, 0.2, -0.1], [0.1, 0.0, 0.2], [-0.1, 0.0, -0.1], [0.0, 0.0, 0.0], [0.0, 0.0, -0.1], [0.0, -0.1, 0.1], [-0.1, 0.1, 0.0], [-0.1, -0.1, -0.1], [0.0, 0.1, 0.2], [0.0, 0.1, -0.2], [0.0, -0.1, 0.1], [0.0, 0.1, 0.1], [0.0, 0.0, 0.0], [0.0, -0.1, 0.1], [-0.2, 0.3, -0.2], [0.0, 0.0, 0.0], [0.0, 0.0, 0.0], [0.0, 0.0, 0.0], [0.0, 0.0, 0.0], [0.0, 0.0, 0.0], [0.0, 0.0, 0.0], [0.0, 0.0, 0.0], [0.0, 0.0, 0.0], [0.0, 0.0, 0.0], [0.0, 0.0, 0.0], [0.0, 0.0, 0.0], [0.0, 0.0, 0.0], [0.0, 0.0, 0.0], [0.0, 0.0, 0.0], [0.1, 0.0, -0.1], [0.0, 0.0, 0.0], [-0.1, 0.0, 0.1], [-0.2, -0.1, 0.0], [0.0, 0.0, 0.0], [0.0, 0.0, 0.0], [-0.1, 0.0, 0.0], [-0.1, -0.1, 0.1], [0.2, 0.2, 0.0], [0.0, 0.1, 0.1], [0.0, 0.0, 0.0], [0.0, 0.0, 0.0], [0.0, 0.0, 0.0], [0.0, 0.0, 0.0], [0.0, 0.0, 0.0], [0.0, 0.0, 0.0], [0.0, 0.0, 0.0], [0.0, 0.0, -0.1], [0.0, 0.0, 0.0], [0.0, 0.0, 0.0], [0.0, 0.0, 0.0], [0.0, 0.0, 0.0], [0.1, 0.0, 0.1], [0.0, -0.1, -0.1], [0.0, 0.0, -0.2], [0.0, 0.0, 0.1], [0.1, 0.0, 0.0], [0.0, 0.0, 0.0], [0.0, 0.0, 0.0], [0.0, 0.0, 0.0], [0.0, 0.0, 0.0], [0.0, 0.0, 0.0], [-0.1, 0.0, 0.0], [0.0, 0.0, 0.1], [-0.1, 0.0, -0.1], [0.0, 0.0, 0.0], [0.0, 0.0, 0.0], [0.0, 0.0, 0.0], [0.0, 0.0, 0.1], [0.0, 0.0, 0.0], [0.0, 0.0, 0.0], [-0.1, -0.1, 0.1], [0.3, 0.1, -0.6], [0.0, 0.0, 0.0], [0.0, 0.0, 0.0], [0.0, 0.0, 0.0], [0.0, 0.0, 0.0], [0.0, 0.0, 0.0], [0.0, 0.0, 0.0], [0.0, 0.0, -0.1], [0.0, 0.0, 0.0], [0.0, 0.0, 0.0], [0.0, 0.0, 0.0], [0.0, 0.0, -0.1], [0.0, 0.0, 0.0], [0.0, 0.1, 0.0], [0.0, -0.1, 0.1], [0.0, 0.0, 0.0], [0.0, -0.1, 0.0], [0.0, 0.0, 0.2], [0.0, 0.1, -0.1], [0.0, 0.0, 0.0], [0.0, 0.0, 0.0], [0.0, 0.0, 0.0], [0.0, 0.0, 0.0], [0.0, 0.0, 0.0], [0.0, 0.0, 0.0], [0.0, 0.0, 0.0], [0.0, 0.0, 0.1]]
}